# 1
Density functional theory data (ωB97M-V with the def2-TZVPD basis set) for 2 unconnected molecules or ions with the total composition C2H2ClP.

Computed properties:
2S+1	3
DFT total energy	-23913.5754	eV
⟨S²⟩	2.00
LUMO energy (alpha / beta)	0.9 / -0.7	eV
energy relative to the best compared isomer or geometry (same formula, charge and spin)	24.8	kJ/mol

```
6
Properties=species:S:1:pos:R:3:forces:R:3:mulliken_charge:R:1
C -1.22964 -0.39841 -0.22001 0.29 0.57 0.26 -0.221
C -0.80162 0.47418 0.45903 -0.32 2.13 2.81 -0.586
P 1.62546 -0.82248 -0.80288 0.18 -1.18 -0.82 0.126
Cl 2.38744 0.72022 0.14995 0.49 0.98 0.60 -0.152
H -1.33922 -1.16138 -0.87833 -0.69 -1.70 -1.47 0.456
H -0.64242 1.18787 1.29223 0.05 -0.80 -1.38 0.378
```
Positions in Å, forces in eV/Å.

# 2
Density functional theory data (ωB97M-V with the def2-TZVPD basis set) for a molecular structure, C2H2CuLiO2.

Computed properties:
2S+1	1
DFT total energy	-51041.9670	eV
LUMO energy (alpha / beta)	-0.4 / -0.4	eV
energy relative to the best compared isomer or geometry (same formula, charge and spin)	262.3	kJ/mol

```
8
Properties=species:S:1:pos:R:3:forces:R:3:mulliken_charge:R:1
O 0.31751 -0.63426 1.76296 1.66 -0.29 0.38 -0.407
C 1.06130 -0.51897 0.84159 -2.63 0.56 -1.43 0.408
C 1.17455 -0.22568 -0.47427 1.82 -0.47 1.14 -0.439
O -1.59215 0.21896 -0.56647 -0.86 0.34 1.92 -1.128
Li -2.13997 1.73604 -1.08995 0.19 -0.73 0.23 0.727
Cu -1.85521 -0.20592 1.38977 0.47 0.53 -2.49 0.370
H 1.32892 -1.07283 -1.15121 -0.28 0.33 0.23 0.239
H 1.70505 0.70265 -0.71242 -0.37 -0.27 0.02 0.230
```
Positions in Å, forces in eV/Å.

# 3
Density functional theory data (ωB97M-V with the def2-TZVPD basis set) for C2H2F2 in the gas phase.

Computed properties:
2S+1	1
DFT total energy	-7538.1173	eV
LUMO energy	0.6	eV
energy relative to the best compared isomer or geometry (same formula, charge and spin)	233.6	kJ/mol
SMILES string	F/C=C/F

```
6
Properties=species:S:1:pos:R:3:forces:R:3:mulliken_charge:R:1
F 1.86399 -0.20914 -0.02173 -1.03 0.68 0.06 -0.210
C 0.65787 0.39963 0.01194 -6.10 -3.51 -0.60 -0.064
C -0.68713 -0.49668 -0.04740 6.93 6.81 0.49 -0.144
F -1.79133 0.30939 -0.01602 0.63 -1.59 -0.01 -0.224
H 0.61654 1.54856 -0.06638 0.26 -2.13 0.11 0.293
H -0.65994 -1.55176 0.13958 -0.69 -0.26 -0.05 0.349
```
Positions in Å, forces in eV/Å.

# 4
Density functional theory data (ωB97M-V with the def2-TZVPD basis set) for C2H2F2 in the gas phase.

Computed properties:
2S+1	1
DFT total energy	-7539.6600	eV
LUMO energy	1.2	eV
energy relative to the best compared isomer or geometry (same formula, charge and spin)	84.8	kJ/mol
SMILES string	F/C=C/F

```
6
Properties=species:S:1:pos:R:3:forces:R:3:mulliken_charge:R:1
F 1.74407 0.51011 -0.17563 -0.92 0.02 0.24 -0.221
C 0.39107 0.53390 -0.19890 -2.53 -1.70 0.98 -0.046
C -0.35938 -0.53664 0.28818 0.57 2.89 -1.51 -0.101
F -1.76559 -0.52330 0.08167 2.77 -0.03 0.71 -0.243
H -0.08549 1.48940 -0.55341 0.78 -1.25 0.10 0.292
H 0.08904 -1.35425 0.86333 -0.68 0.07 -0.51 0.318
```
Positions in Å, forces in eV/Å.

# 5
Density functional theory data (ωB97M-V with the def2-TZVPD basis set) for 2 unconnected molecules or ions with the total composition C2H2F2O3.

Computed properties:
2S+1	1
DFT total energy	-13681.9604	eV
LUMO energy	0.5	eV
energy relative to the best compared isomer or geometry (same formula, charge and spin)	232.7	kJ/mol

```
9
Properties=species:S:1:pos:R:3:forces:R:3:mulliken_charge:R:1
C 0.43134 0.85510 0.81484 1.31 1.02 -1.78 0.730
C -0.59714 -1.04414 -1.30882 -0.22 2.10 -3.94 -0.076
O -0.00440 0.15436 1.62398 -0.97 -1.84 1.66 -0.427
O 1.12865 0.42368 -0.26256 -0.54 0.10 1.84 -0.370
O -0.42673 -1.91039 -0.45625 0.24 -1.91 1.64 -0.142
F 0.26865 2.17922 0.91058 0.46 0.01 -0.77 -0.203
F -1.43225 -0.03206 -0.90315 0.04 -0.84 0.70 -0.174
H 1.47338 1.11282 -0.80880 0.21 1.06 -0.60 0.314
H -0.84151 -1.73859 0.39018 -0.52 0.30 1.24 0.347
```
Positions in Å, forces in eV/Å.

# 6
Density functional theory data (ωB97M-V with the def2-TZVPD basis set) for 2 unconnected molecules or ions with the total composition C2H2F2O3.

Computed properties:
2S+1	1
DFT total energy	-13682.1958	eV
LUMO energy	0.3	eV
energy relative to the best compared isomer or geometry (same formula, charge and spin)	210.0	kJ/mol

```
9
Properties=species:S:1:pos:R:3:forces:R:3:mulliken_charge:R:1
C 0.87916 -1.16438 -0.79014 0.03 -0.95 -2.01 0.008
C -0.28522 1.18420 0.80175 -0.82 -1.08 -0.07 0.715
O 0.03784 -0.96545 -1.80260 1.07 0.23 0.73 -0.317
O -0.83301 -0.02980 0.99070 0.20 1.34 3.09 -0.365
O -0.11985 1.67156 -0.25357 0.35 0.54 -0.44 -0.437
F 1.41818 -2.38182 -1.08976 -0.70 1.03 0.56 -0.147
F -0.00634 1.79191 1.97187 0.03 -0.21 -0.38 -0.218
H -0.88476 -0.08994 2.00644 -0.10 -0.48 -2.06 0.341
H -0.20600 -0.01628 -1.83469 -0.07 -0.41 0.57 0.419
```
Positions in Å, forces in eV/Å.

# 7
Density functional theory data (ωB97M-V with the def2-TZVPD basis set) for C2H2F2O3S in the gas phase.

Computed properties:
2S+1	1
DFT total energy	-24515.3415	eV
LUMO energy (alpha / beta)	-1.6 / -2.7	eV
energy relative to the best compared isomer or geometry (same formula, charge and spin)	158.7	kJ/mol

```
10
Properties=species:S:1:pos:R:3:forces:R:3:mulliken_charge:R:1
C -0.68855 -0.18367 -0.67809 -0.70 -0.60 -0.23 0.420
C -1.04235 -0.09465 0.78619 1.04 -0.46 -0.08 -0.139
O 2.22336 1.71187 0.39431 -0.30 0.01 -0.26 -0.468
O 2.48465 -0.70722 -0.03496 -0.23 0.04 -0.22 -0.441
O 0.36945 0.55251 -1.03021 1.07 0.63 0.06 -0.326
F -0.52215 -1.50892 -1.00853 -0.03 -0.13 0.17 -0.270
F -1.49037 -1.17773 1.38469 0.24 0.59 -0.33 -0.186
S 1.63955 0.41246 0.24984 -1.48 -0.32 0.52 0.823
H -1.55980 0.16662 -1.27322 0.28 0.11 0.25 0.220
H -1.41378 0.82874 1.20998 0.10 0.12 0.11 0.367
```
Positions in Å, forces in eV/Å.

# 8
Density functional theory data (ωB97M-V with the def2-TZVPD basis set) for 2 unconnected molecules or ions with the total composition C2H2F2P.

Computed properties:
2S+1	1
DFT total energy	-16819.6640	eV
LUMO energy	-8.1	eV
energy relative to the best compared isomer or geometry (same formula, charge and spin)	147.5	kJ/mol
net charge	+1

```
7
Properties=species:S:1:pos:R:3:forces:R:3:mulliken_charge:R:1
C -0.17841 -0.71596 -0.63040 0.14 0.05 0.36 -0.435
C -1.16158 -0.45601 -1.29295 -1.27 -0.40 0.41 0.530
F 2.19426 -0.29677 -0.69649 0.23 -0.16 0.73 -0.112
F 0.41452 1.41156 1.67287 1.04 -0.28 -1.02 -0.387
P 1.21269 -0.85978 0.36889 -0.32 0.66 -1.30 0.586
H -0.28457 1.27741 2.23893 -0.96 0.01 0.89 0.424
H -2.19691 -0.36044 -1.66085 1.14 0.12 -0.08 0.394
```
Positions in Å, forces in eV/Å.

- What is the DFT total energy in the fourth record?
  -7539.6600 eV

What did the fifth record say?
Density functional theory data (ωB97M-V with the def2-TZVPD basis set) for 2 unconnected molecules or ions with the total composition C2H2F2O3.

Computed properties:
2S+1	1
DFT total energy	-13681.9604	eV
LUMO energy	0.5	eV
energy relative to the best compared isomer or geometry (same formula, charge and spin)	232.7	kJ/mol

```
9
Properties=species:S:1:pos:R:3:forces:R:3:mulliken_charge:R:1
C 0.43134 0.85510 0.81484 1.31 1.02 -1.78 0.730
C -0.59714 -1.04414 -1.30882 -0.22 2.10 -3.94 -0.076
O -0.00440 0.15436 1.62398 -0.97 -1.84 1.66 -0.427
O 1.12865 0.42368 -0.26256 -0.54 0.10 1.84 -0.370
O -0.42673 -1.91039 -0.45625 0.24 -1.91 1.64 -0.142
F 0.26865 2.17922 0.91058 0.46 0.01 -0.77 -0.203
F -1.43225 -0.03206 -0.90315 0.04 -0.84 0.70 -0.174
H 1.47338 1.11282 -0.80880 0.21 1.06 -0.60 0.314
H -0.84151 -1.73859 0.39018 -0.52 0.30 1.24 0.347
```
Positions in Å, forces in eV/Å.

Please write out number 3 again, unchanged.
Density functional theory data (ωB97M-V with the def2-TZVPD basis set) for C2H2F2 in the gas phase.

Computed properties:
2S+1	1
DFT total energy	-7538.1173	eV
LUMO energy	0.6	eV
energy relative to the best compared isomer or geometry (same formula, charge and spin)	233.6	kJ/mol
SMILES string	F/C=C/F

```
6
Properties=species:S:1:pos:R:3:forces:R:3:mulliken_charge:R:1
F 1.86399 -0.20914 -0.02173 -1.03 0.68 0.06 -0.210
C 0.65787 0.39963 0.01194 -6.10 -3.51 -0.60 -0.064
C -0.68713 -0.49668 -0.04740 6.93 6.81 0.49 -0.144
F -1.79133 0.30939 -0.01602 0.63 -1.59 -0.01 -0.224
H 0.61654 1.54856 -0.06638 0.26 -2.13 0.11 0.293
H -0.65994 -1.55176 0.13958 -0.69 -0.26 -0.05 0.349
```
Positions in Å, forces in eV/Å.